{
  "formula": "C57H146N6O19",
  "method": "the ωB97M-V functional and the def2-TZVPD basis",
  "e_above_lowest_ev": 1.886,
  "homo_energy_ev": -8.13,
  "energy_ha": -4017.0080,
  "elements": ["C", "C", "C", "O", "H", "H", "H", "H", "H", "H", "H", "H", "C", "C", "C", "O", "H", "H", "H", "H", "H", "H", "H", "H", "C", "C", "C", "O", "H", "H", "H", "H", "H", "H", "H", "H", "C", "C", "C", "O", "H", "H", "H", "H", "H", "H", "H", "H", "C", "C", "C", "O", "H", "H", "H", "H", "H", "H", "H", "H", "C", "C", "C", "O", "H", "H", "H", "H", "H", "H", "H", "H", "C", "C", "C", "O", "H", "H", "H", "H", "H", "H", "H", "H", "C", "O", "C", "C", "N", "C", "C", "O", "C", "H", "H", "H", "H", "H", "H", "H", "H", "H", "H", "H", "H", "H", "H", "H", "C", "O", "C", "C", "N", "C", "C", "O", "C", "H", "H", "H", "H", "H", "H", "H", "H", "H", "H", "H", "H", "H", "H", "H", "C", "O", "C", "C", "N", "C", "C", "O", "C", "H", "H", "H", "H", "H", "H", "H", "H", "H", "H", "H", "H", "H", "H", "H", "C", "O", "C", "C", "N", "C", "C", "O", "C", "H", "H", "H", "H", "H", "H", "H", "H", "H", "H", "H", "H", "H", "H", "H", "C", "O", "C", "C", "N", "C", "C", "O", "C", "H", "H", "H", "H", "H", "H", "H", "H", "H", "H", "H", "H", "H", "H", "H", "C", "O", "C", "C", "N", "C", "C", "O", "C", "H", "H", "H", "H", "H", "H", "H", "H", "H", "H", "H", "H", "H", "H", "H"],
  "positions_angstrom": [[-4.7583, 3.6241, 2.7612], [-5.8492, 2.9473, 1.8518], [-5.5159, 3.4855, 0.4566], [-5.7451, 1.5679, 1.9428], [-3.7909, 3.5715, 2.2806], [-4.7405, 3.2437, 3.7565], [-4.9625, 4.6868, 2.7624], [-6.7804, 3.2815, 2.3008], [-5.5808, 4.5467, 0.3581], [-6.1743, 3.1493, -0.3708], [-4.5297, 3.1576, 0.2449], [-5.9264, 1.3996, 2.8645], [-1.9458, 4.4142, 5.4760], [-0.9530, 4.6883, 6.5369], [-1.5981, 5.4262, 7.6921], [-0.5059, 3.4407, 6.9993], [-1.4294, 3.9374, 4.6990], [-2.3567, 5.3260, 5.0474], [-2.7542, 3.8804, 5.9408], [-0.1088, 5.2522, 6.0855], [-0.8885, 5.4878, 8.5111], [-2.6242, 5.0251, 8.0164], [-1.9017, 6.4500, 7.3403], [0.4071, 3.5001, 7.2720], [-0.5873, 7.8184, 2.1378], [-1.1624, 7.1759, 0.9082], [-2.6906, 7.1422, 0.9033], [-0.7882, 7.8548, -0.2301], [-0.8542, 8.8448, 2.1506], [0.5120, 7.7074, 2.1553], [-0.8728, 7.1553, 2.9959], [-0.8634, 6.1437, 0.9012], [-3.1618, 6.7772, 1.8530], [-3.0856, 6.5416, 0.0923], [-3.0876, 8.1664, 0.7520], [0.1881, 7.7240, -0.4432], [1.6039, -6.2851, 3.9840], [2.7728, -5.2845, 3.7129], [4.0131, -5.7187, 4.4276], [3.0028, -5.1468, 2.2946], [0.7108, -5.9080, 3.5804], [1.4788, -6.4567, 5.1023], [1.8239, -7.2984, 3.5752], [2.4513, -4.3493, 4.1591], [4.4491, -6.5946, 3.8934], [3.7735, -6.0263, 5.3825], [4.7812, -4.9835, 4.5139], [3.3733, -5.9264, 1.8635], [-5.4376, -2.4911, 1.2174], [-4.5576, -1.4922, 0.5190], [-5.2869, -0.7944, -0.6068], [-3.8909, -0.5884, 1.3758], [-5.7563, -3.3262, 0.5135], [-6.3434, -1.9991, 1.6064], [-4.8039, -2.9692, 1.9765], [-3.7311, -1.9940, 0.0483], [-5.3593, -1.4270, -1.5217], [-4.6822, 0.0234, -0.9851], [-6.2814, -0.5237, -0.1983], [-4.3911, 0.1751, 1.6272], [3.5988, 1.9963, -1.3336], [2.4756, 1.9562, -0.2962], [1.2434, 1.4796, -0.9871], [2.8293, 1.2153, 0.8965], [4.5795, 2.1095, -0.8860], [3.3846, 2.7396, -2.1134], [3.5835, 1.0718, -1.8964], [2.2869, 3.0015, 0.0161], [0.4948, 1.2693, -0.2415], [1.4600, 0.6717, -1.6591], [0.9030, 2.2609, -1.6918], [2.8190, 0.2818, 0.6791], [1.4507, 5.3618, -1.9557], [2.1221, 5.7488, -0.6157], [3.5940, 5.3403, -0.5965], [2.0790, 7.2200, -0.5637], [0.4440, 5.7732, -2.0271], [1.4334, 4.3350, -2.1829], [1.9825, 5.8574, -2.7842], [1.5844, 5.4018, 0.2148], [4.0333, 5.5244, -1.5951], [3.6944, 4.2291, -0.4396], [4.2462, 5.9456, 0.0455], [2.3205, 7.3892, 0.3333], [-7.6233, 1.1447, -2.6524], [-7.0854, 0.0917, -3.4629], [-6.7699, 0.5354, -4.7667], [-6.3053, -0.6547, -5.6267], [-5.1942, -1.3575, -4.9633], [-3.9210, -0.5959, -5.1322], [-2.7111, -1.0526, -4.3614], [-2.8819, -0.4913, -3.0443], [-1.9008, -0.7911, -2.0868], [-8.1819, 0.7506, -1.8225], [-8.2941, 1.7925, -3.2164], [-6.9254, 1.8696, -2.1890], [-6.0317, 1.3504, -4.8012], [-7.6153, 1.0588, -5.2571], [-6.0289, -0.2143, -6.5673], [-7.1849, -1.2053, -5.7809], [-5.4004, -1.4676, -3.9672], [-4.1028, 0.4179, -4.8985], [-3.7020, -0.7457, -6.1520], [-1.7150, -0.6849, -4.7674], [-2.6761, -2.1619, -4.2476], [-2.0785, -0.1948, -1.1852], [-0.9303, -0.5431, -2.4088], [-1.8847, -1.8521, -1.7417], [6.9887, -2.0936, -5.9438], [6.0264, -1.3958, -5.1807], [6.2397, -1.5940, -3.7311], [4.9252, -1.1206, -2.9693], [3.7386, -1.6699, -3.5769], [3.7147, -3.0979, -3.9585], [2.3763, -3.3447, -4.6862], [2.1517, -4.7180, -4.9983], [1.4920, -5.4360, -3.9647], [8.0746, -1.7595, -5.7513], [6.7825, -1.9455, -7.0303], [6.9306, -3.1670, -5.6789], [7.0240, -0.9239, -3.3556], [6.4047, -2.6028, -3.4886], [4.8861, -0.0573, -2.8918], [5.0022, -1.3891, -1.9679], [3.7095, -1.2626, -4.5467], [3.7349, -3.8079, -3.1213], [4.5471, -3.4407, -4.6741], [2.3174, -2.7598, -5.6330], [1.5986, -2.8875, -4.0781], [2.1622, -5.4601, -3.1082], [1.2246, -6.4783, -4.2432], [0.5962, -4.9307, -3.6040], [2.0142, -2.1690, -0.6522], [2.1992, -1.5250, 0.5646], [1.3545, -2.0038, 1.6062], [0.2191, -1.0529, 1.9599], [0.6969, 0.0024, 2.9434], [-0.4277, 0.7385, 3.5548], [-1.4245, 1.4352, 2.5695], [-0.7873, 2.3318, 1.6607], [-1.5742, 2.8304, 0.5758], [0.9669, -2.2673, -1.1257], [2.3399, -3.1811, -0.6066], [2.6612, -1.7212, -1.3935], [1.9829, -2.3167, 2.4758], [0.9084, -2.9687, 1.2212], [-0.5977, -1.4949, 2.4826], [-0.3324, -0.6448, 1.1304], [1.3727, 0.6220, 2.4934], [0.0174, 1.5202, 4.1619], [-0.9314, -0.0003, 4.1413], [-2.1494, 1.9558, 3.2529], [-1.9466, 0.6884, 1.9578], [-0.9332, 2.9816, -0.2888], [-2.1749, 3.7023, 0.8381], [-2.3807, 2.0608, 0.2807], [4.3529, -8.2004, 0.1734], [3.8553, -6.8906, 0.0183], [4.4313, -6.1917, -1.1173], [5.7227, -5.4697, -0.7413], [5.3957, -4.2204, -0.0559], [6.5653, -3.3416, 0.2332], [6.1053, -2.1593, 1.0585], [5.6373, -2.6025, 2.2763], [5.0159, -1.6259, 3.0331], [4.1085, -8.5453, 1.2026], [5.4150, -8.2795, -0.0306], [3.8557, -8.8882, -0.5374], [3.7232, -5.4099, -1.3272], [4.5314, -6.9063, -1.9388], [6.1587, -5.2897, -1.7670], [6.3696, -6.2035, -0.2476], [5.0540, -4.4665, 0.8507], [7.0637, -3.0055, -0.6865], [7.2347, -4.0052, 0.8071], [5.3172, -1.4801, 0.5410], [6.8848, -1.4052, 1.2261], [4.1649, -1.1426, 2.5207], [5.6100, -0.7482, 3.2382], [4.7583, -2.1437, 3.9772], [1.2257, 0.7158, -4.2039], [-0.0988, 1.0604, -4.4721], [-0.1360, 2.4064, -4.8924], [-1.5586, 2.8310, -5.2267], [-2.5717, 2.6368, -4.2274], [-2.2225, 3.2628, -2.9293], [-2.4261, 4.8008, -2.8819], [-1.4905, 5.5009, -3.6305], [-1.7556, 6.9301, -3.6859], [1.2256, -0.1874, -3.5739], [1.8299, 1.5588, -3.7801], [1.6859, 0.4884, -5.1645], [0.3918, 2.5760, -5.8463], [0.3307, 3.0617, -4.0243], [-1.8211, 2.2134, -6.0910], [-1.5121, 3.8940, -5.5561], [-2.6617, 1.6108, -4.0572], [-1.1894, 3.0833, -2.5688], [-2.8898, 2.7910, -2.2097], [-2.3775, 5.0153, -1.8047], [-3.4871, 5.1034, -3.1677], [-2.5858, 6.9947, -4.3570], [-0.8922, 7.3533, -4.1780], [-1.8962, 7.3729, -2.6926], [1.8432, -2.3282, 5.9032], [0.8721, -3.3571, 6.0655], [-0.3395, -2.8211, 6.5731], [-1.4634, -3.6326, 5.9608], [-1.5024, -3.5366, 4.5210], [-2.5618, -4.1560, 3.7988], [-2.3446, -3.8249, 2.3178], [-1.1347, -4.3802, 1.9658], [-1.2227, -4.8340, 0.5699], [1.9333, -1.7866, 6.8316], [1.5840, -1.6126, 5.0300], [2.8390, -2.8173, 5.6792], [-0.5029, -1.7815, 6.3706], [-0.2339, -2.9213, 7.6910], [-2.4926, -3.3031, 6.3103], [-1.3665, -4.6734, 6.2839], [-0.6523, -3.9566, 4.1679], [-3.5410, -3.8798, 4.1752], [-2.5274, -5.2874, 3.8740], [-2.4471, -2.7940, 2.1337], [-3.0778, -4.3748, 1.6999], [-1.5774, -4.0007, -0.0695], [-1.8118, -5.7785, 0.4528], [-0.1853, -5.1309, 0.3026]]
}